Record 1
Formula: C11H18BBr30OP
Source: OMol25
Level of theory: ωB97M-V/def2-TZVPD

```
! wB97M-V def2-TZVPD RIJCOSX def2/J DEFGRID3
* xyz 0 1
C 1.27 -3.72 -3.16
B 2.68 -4.15 -2.64
O 3.56 -4.85 -3.45
P 3.34 -3.68 -0.78
H 0.63 -4.60 -3.28
H 1.36 -3.27 -4.16
H 0.74 -3.01 -2.51
H 4.03 -4.36 -4.12
H 2.13 -3.01 -0.43
H 3.44 -5.06 -0.39
H 4.46 -2.97 -1.41
H 3.91 -3.29 0.52
C 2.21 0.90 0.78
Br 2.88 -0.03 -0.75
Br 0.76 -0.09 1.54
Br 3.58 1.24 2.08
H 1.85 1.87 0.45
C 0.19 1.88 -3.27
Br 1.22 0.58 -4.24
Br -1.16 1.03 -2.20
Br 1.29 2.98 -2.15
H -0.29 2.51 -4.00
C -3.18 1.87 -5.06
Br -1.72 1.66 -6.28
Br -3.15 3.60 -4.23
Br -4.87 1.51 -5.90
H -3.04 1.14 -4.28
C 0.37 -3.54 3.71
Br -1.03 -2.22 3.66
Br 0.34 -4.61 2.12
Br 2.09 -2.77 4.02
H 0.15 -4.20 4.55
C -2.48 6.06 -0.73
Br -2.15 4.17 -0.68
Br -1.55 6.87 -2.21
Br -4.35 6.44 -0.78
H -2.08 6.49 0.18
C -3.48 -2.36 -0.54
Br -2.51 -2.63 -2.17
Br -3.25 -3.84 0.66
Br -2.96 -0.74 0.34
H -4.53 -2.28 -0.80
C 3.88 5.33 -0.02
Br 4.79 3.90 -0.92
Br 2.27 4.70 0.83
Br 5.00 6.21 1.25
H 3.58 6.05 -0.77
C 4.07 5.98 5.66
Br 4.09 7.58 4.60
Br 3.17 4.55 4.74
Br 5.84 5.46 6.18
H 3.51 6.19 6.56
C -3.40 -7.96 1.62
Br -2.24 -9.28 0.85
Br -4.79 -8.76 2.66
Br -2.41 -6.67 2.65
H -3.86 -7.43 0.81
C -4.91 1.25 2.99
Br -3.58 0.19 3.88
Br -6.13 2.05 4.23
Br -4.08 2.55 1.84
H -5.47 0.59 2.35
*
```

The value obtained for the highest occupied orbital energy is -6.956 eV. As for the molar mass: 2605.2 u. The value obtained for the electronic energy is -78091.607326 Ha. The value obtained for the HOMO-LUMO gap is 6.77 eV.

---

Record 2
Formula: C11H18Br3N5O10
Source: OMol25
Level of theory: ωB97M-V/def2-TZVPD

```
! wB97M-V def2-TZVPD RIJCOSX def2/J DEFGRID3
* xyz 0 1
C -0.19 -0.38 0.46
N -0.23 -0.20 1.91
O 0.00 0.90 2.36
O -0.46 -1.18 2.58
H 0.84 -0.28 0.11
H -0.73 0.47 0.03
H -0.63 -1.30 0.09
C -5.40 -2.90 0.57
N -4.03 -2.68 1.08
O -3.32 -1.92 0.45
O -3.70 -3.21 2.10
H -5.37 -3.16 -0.49
H -5.99 -2.01 0.72
H -5.84 -3.74 1.10
C 2.80 -1.02 3.93
N 3.19 -1.48 2.56
O 3.45 -0.62 1.73
O 3.24 -2.67 2.35
H 3.57 -1.42 4.58
H 1.89 -1.54 4.21
H 2.70 0.06 3.87
C 2.04 3.79 2.67
N 2.31 2.70 3.66
O 1.42 2.51 4.46
O 3.39 2.17 3.66
H 2.87 3.74 1.96
H 2.04 4.77 3.11
H 1.11 3.50 2.19
C -0.60 -0.23 -3.26
C 0.01 0.81 -3.94
C -0.70 1.99 -4.06
C -1.97 2.09 -3.49
C -2.54 1.07 -2.76
C -1.84 -0.11 -2.65
N -2.72 3.34 -3.72
O -2.17 4.28 -4.26
O -3.89 3.34 -3.37
H -0.04 -1.16 -3.14
H 1.07 0.80 -4.17
H -0.32 2.84 -4.62
H -3.51 1.18 -2.28
H -2.24 -0.97 -2.14
C 4.16 -2.44 -2.13
Br 5.84 -2.85 -1.20
Br 3.32 -0.82 -1.40
Br 2.76 -3.81 -2.29
H 4.46 -2.23 -3.15
*
```

The value obtained for the highest occupied orbital energy is -10.299 eV. As for the molar mass: 620.0 u. The value obtained for the electronic energy is -9177.670621 Ha. The value obtained for the HOMO-LUMO gap is 9.74 eV.

---

Record 3
Formula: C11H18ClIN2O2PSc
Source: OMol25
Level of theory: ωB97M-V/def2-TZVPD

```
! wB97M-V def2-TZVPD RIJCOSX def2/J DEFGRID3
* xyz 2 1
C -1.90 0.21 0.93
I -2.67 -1.08 -1.43
H -0.93 0.13 0.35
H -1.51 0.39 1.94
H -2.36 1.11 0.53
Sc 2.11 -0.31 -0.20
P -0.20 2.03 -1.37
C -1.99 2.31 -1.77
C -0.04 3.69 -0.53
H 1.61 2.40 -2.94
H 0.22 3.47 -3.37
H 0.18 1.70 -3.76
C 0.52 2.46 -3.03
H 0.97 3.78 -0.12
H -0.25 4.52 -1.23
H -2.18 3.30 -2.21
H -2.60 2.24 -0.86
H -0.76 3.73 0.30
H -2.36 1.53 -2.44
C -2.72 -1.02 0.85
O -3.10 -1.87 1.58
Cl 3.39 1.51 0.25
N 1.41 -6.59 2.93
C 1.89 -5.40 3.45
O 2.42 -5.36 4.55
C 1.62 -4.14 2.64
C 0.61 -4.11 1.68
C 0.46 -3.00 0.88
N 1.28 -1.90 0.99
C 2.23 -1.89 1.99
C 2.39 -2.99 2.84
H 1.70 -7.44 3.41
H 1.29 -6.66 1.94
H -0.10 -4.91 1.52
H -0.31 -2.84 0.16
H 2.83 -0.99 2.19
H 3.14 -3.01 3.65
*
```

The value obtained for the highest occupied orbital energy is -14.906 eV. The energy relative to the best compared isomer or geometry (same formula, charge and spin) is 192.29 kJ/mol. As for the molar mass: 448.6 u. The value obtained for the electronic energy is -2549.331863 Ha. The value obtained for the HOMO-LUMO gap is 5.35 eV.

---

Record 4
Formula: C11H18FN3O5
Source: OMol25
Level of theory: ωB97M-V/def2-TZVPD

```
! wB97M-V def2-TZVPD RIJCOSX def2/J DEFGRID3
* xyz 0 1
C -0.16 -3.32 -1.14
C -0.98 -2.05 -1.00
O -0.10 -0.97 -0.65
C -0.38 -0.15 0.45
C -0.79 -0.94 1.71
C -0.53 -0.21 3.01
N -0.75 -0.69 4.15
O 0.80 0.58 0.68
C 2.00 -0.10 0.54
O 2.21 -1.11 1.14
C 2.99 0.60 -0.34
C 2.64 2.03 -0.74
C 1.55 2.13 -1.81
N 0.99 3.47 -1.84
C -1.42 0.94 0.10
O -1.24 2.10 0.27
N -2.67 0.45 -0.43
C -3.68 0.04 0.44
O -4.20 -1.03 0.48
F -4.02 1.04 1.25
H -0.83 -4.14 -1.43
H 0.33 -3.58 -0.21
H 0.58 -3.21 -1.93
H -1.78 -2.17 -0.27
H -1.44 -1.81 -1.96
H -0.19 -1.85 1.69
H -1.85 -1.21 1.68
H -0.13 0.81 2.96
H -1.12 -1.64 4.10
H 3.92 0.58 0.23
H 3.15 -0.03 -1.22
H 2.36 2.61 0.15
H 3.54 2.50 -1.15
H 0.80 1.35 -1.64
H 2.03 1.93 -2.78
H 0.74 3.76 -0.90
H 0.16 3.52 -2.41
H -2.56 -0.24 -1.16
*
```

The value obtained for the highest occupied orbital energy is -9.292 eV. The SMILES is [H]/N=C\C[C@](OCC)(OC(=O)CCCN)C(=O)NC(=O)F. As for the molar mass: 291.3 u. The value obtained for the electronic energy is -1070.273452 Ha. The value obtained for the HOMO-LUMO gap is 9.58 eV.

---

Record 5
Formula: C11H18N2O2
Source: OMol25
Level of theory: ωB97M-V/def2-TZVPD

```
! wB97M-V def2-TZVPD RIJCOSX def2/J DEFGRID3
* xyz 0 1
C 2.10 1.23 1.03
C 2.77 1.45 -0.36
C 1.76 0.92 -1.43
C 1.44 -0.67 -1.42
C 0.66 -1.01 -2.67
C -0.87 -0.88 -2.27
C -1.37 -2.00 -1.33
C -2.60 -1.43 -0.46
C -1.58 -1.19 1.59
C -1.01 -0.15 2.42
C -1.97 0.88 0.70
H 0.25 1.77 1.62
H 3.76 0.79 -0.31
H 2.93 2.50 -0.68
H 2.35 0.98 -2.41
H 1.02 1.57 -1.33
H 0.89 -0.94 -0.51
H 2.33 -1.24 -1.43
H 1.11 -0.28 -3.46
H 0.80 -1.97 -3.23
H -1.64 -0.97 -3.05
H -0.83 0.17 -1.91
H -0.52 -2.46 -0.67
H -1.58 -2.76 -1.98
H -3.03 -2.21 0.38
H -3.31 -0.95 -1.15
H -1.88 -2.20 1.71
H -0.51 -0.44 3.34
H -2.17 1.43 -0.16
N -2.14 -0.52 0.58
N -1.31 1.05 1.89
O 0.93 1.98 0.86
O 2.59 0.58 2.03
*
```

The value obtained for the highest occupied orbital energy is -8.868 eV. The energy relative to the best compared isomer or geometry (same formula, charge and spin) is 511.19 kJ/mol. The SMILES is O=C(O)CCCCCCCn1ccnc1. As for the molar mass: 210.3 u. The value obtained for the electronic energy is -689.820247 Ha. The value obtained for the HOMO-LUMO gap is 9.57 eV.

---

Record 6
Formula: C11H18N4
Source: OMol25
Level of theory: ωB97M-V/def2-TZVPD

```
! wB97M-V def2-TZVPD RIJCOSX def2/J DEFGRID3
* xyz 2 1
C -0.78 -3.26 -0.17
C -1.75 -0.96 0.14
C 0.24 -3.94 -0.73
C -0.78 -1.87 -0.07
C -0.47 1.02 0.30
C 0.56 2.61 1.98
C -0.62 3.26 -0.14
C 1.66 2.20 -0.37
C -2.83 1.20 0.49
C 2.65 -3.89 -1.31
C 0.40 2.12 0.51
N 1.49 -1.95 -0.59
N -1.57 0.38 0.37
N 1.41 -3.25 -0.82
N 0.52 -1.29 -0.33
H -1.69 -3.73 0.03
H -2.78 -1.31 0.42
H 0.18 -4.94 -1.08
H 0.93 1.86 2.60
H 1.19 3.58 1.94
H -0.55 2.86 2.26
H -0.91 3.27 -1.25
H -1.65 3.43 0.30
H -0.18 4.27 0.01
H 1.40 2.27 -1.38
H 2.27 3.02 -0.02
H 2.11 1.26 -0.23
H -3.59 0.38 0.71
H -2.71 1.68 1.51
H -2.91 1.79 -0.44
H 2.75 -4.86 -0.98
H 2.52 -4.04 -2.43
H 3.48 -3.17 -1.26
*
```

The value obtained for the highest occupied orbital energy (spin up / spin down) is -15.634 / -15.634 eV. The energy relative to the best compared isomer or geometry (same formula, charge and spin) is 712.44 kJ/mol. As for the molar mass: 206.3 u. The value obtained for the electronic energy is -648.093017 Ha. The value obtained for the HOMO-LUMO gap (spin up / spin down) is 6.14 / 6.13 eV.

---

Record 7
Formula: C11H18N4O3S
Source: OMol25
Level of theory: ωB97M-V/def2-TZVPD

```
! wB97M-V def2-TZVPD RIJCOSX def2/J DEFGRID3
* xyz 0 1
C 1.47 -0.97 -0.22
C 0.52 -1.74 -1.12
C 2.78 -0.68 -0.96
C 3.64 0.32 -0.25
C 4.27 1.41 -0.79
C 4.68 1.27 1.37
C -1.47 -0.97 0.26
C -2.67 -1.75 0.77
C -1.94 0.36 -0.36
C -2.56 1.33 0.65
C -4.37 2.49 -1.11
H 2.44 -1.30 1.53
H 0.90 -1.91 1.55
H 0.98 0.00 0.04
H 3.30 -1.65 -1.08
H 2.59 -0.33 -1.95
H 4.32 1.79 -1.81
H 5.09 1.52 2.33
H 5.49 2.84 0.21
H -1.40 -2.32 -1.32
H -0.79 -0.75 1.11
H -1.09 0.83 -0.83
H -2.67 0.10 -1.13
H -1.82 1.51 1.48
H -3.47 0.88 1.15
H -5.12 1.99 -0.51
H -4.77 3.41 -1.51
H -4.07 1.88 -1.94
H -3.72 -2.01 2.30
N 1.75 -1.78 0.96
N 3.90 0.25 1.10
N 4.94 2.00 0.25
N -0.79 -1.82 -0.70
O 0.88 -2.32 -2.12
O -3.35 -2.48 0.09
O -2.93 -1.51 2.06
S -2.97 2.95 -0.05
*
```

The value obtained for the highest occupied orbital energy is -8.795 eV. The energy relative to the best compared isomer or geometry (same formula, charge and spin) is 0.00 kJ/mol. The SMILES is CSCC[C@H](NC(=O)[C@@H](N)Cc1c[nH]cn1)C(=O)O. As for the molar mass: 286.4 u. The value obtained for the electronic energy is -1272.936579 Ha. The value obtained for the HOMO-LUMO gap is 9.32 eV.

---

Record 8
Formula: C11H18N4Pt
Source: OMol25
Level of theory: ωB97M-V/def2-TZVPD

```
! wB97M-V def2-TZVPD RIJCOSX def2/J DEFGRID3
* xyz 4 1
Pt -1.16 -0.79 -1.22
C -1.96 0.94 1.11
C -2.22 1.84 -0.11
N -1.30 1.55 -1.22
C 0.02 2.21 -1.20
C 1.18 1.28 -1.10
C 2.53 1.71 -1.23
C 3.55 0.78 -1.08
C 3.25 -0.54 -0.74
C 1.88 -0.90 -0.58
C 1.42 -2.25 -0.12
N -0.01 -2.28 0.20
C -0.38 -1.87 1.56
C -1.87 -1.52 1.69
N -2.28 -0.45 0.77
N 0.93 0.00 -0.81
H -2.61 1.29 1.93
H -0.93 1.02 1.46
H -2.15 2.90 0.20
H -3.25 1.70 -0.46
H -1.77 1.77 -2.11
H 0.09 2.93 -0.35
H 0.15 2.86 -2.08
H 2.77 2.75 -1.46
H 4.59 1.08 -1.22
H 4.05 -1.27 -0.61
H 2.03 -2.59 0.74
H 1.67 -2.99 -0.90
H -0.41 -3.21 -0.01
H 0.26 -1.05 1.90
H -0.20 -2.71 2.27
H -2.07 -1.24 2.74
H -2.49 -2.41 1.49
H -3.29 -0.53 0.58
*
```

The value obtained for the highest occupied orbital energy (spin up / spin down) is -24.312 / -24.303 eV. As for the molar mass: 401.4 u. The value obtained for the electronic energy is -766.324624 Ha. The value obtained for the HOMO-LUMO gap (spin up / spin down) is 4.23 / 4.07 eV.

---

Record 9
Formula: C11H18NNdOP
Source: OMol25
Level of theory: ωB97M-V/def2-TZVPD

```
! wB97M-V def2-TZVPD RIJCOSX def2/J DEFGRID3
* xyz 1 4
Nd 0.00 0.00 0.00
H 1.12 3.22 0.16
H 1.11 3.15 -0.60
P -0.27 -0.23 -2.32
C 1.04 -1.17 -3.23
H 0.76 -1.33 -4.29
H 1.99 -0.61 -3.17
H 1.18 -2.14 -2.73
C -1.81 -1.10 -2.83
H -2.68 -0.53 -2.45
H -1.88 -1.19 -3.93
H -1.82 -2.10 -2.37
C -0.36 1.34 -3.30
H 0.60 1.88 -3.22
H -0.59 1.14 -4.36
H -1.16 1.98 -2.87
C 1.83 -0.53 0.03
O 2.97 -0.82 0.05
H -1.64 0.58 -0.02
H -0.39 -1.54 0.14
N 0.49 0.44 2.27
C 0.46 0.49 3.42
C 0.42 0.43 4.86
C -0.82 0.53 5.51
C -0.90 0.41 6.90
C 0.26 0.19 7.64
C 1.50 0.08 7.00
C 1.58 0.20 5.61
H -1.73 0.69 4.94
H -1.86 0.49 7.39
H 0.20 0.09 8.72
H 2.39 -0.10 7.58
H 2.54 0.10 5.12
*
```

The value obtained for the highest occupied orbital energy (spin up / spin down) is -11.324 / -12.383 eV. As for the molar mass: 355.5 u. The value obtained for the electronic energy is -1462.023511 Ha. The value obtained for the HOMO-LUMO gap (spin up / spin down) is 6.65 / 7.95 eV.

---

Record 10
Formula: C11H18O
Source: OMol25
Level of theory: ωB97M-V/def2-TZVPD

```
! wB97M-V def2-TZVPD RIJCOSX def2/J DEFGRID3
* xyz 1 2
C -2.29 -1.47 1.05
C -2.69 -1.38 2.55
C -1.75 -0.19 0.56
C -0.45 0.24 0.85
C -2.61 0.67 -0.22
C 0.06 1.38 0.32
C -2.09 1.78 -0.81
C -0.78 2.23 -0.47
O -0.37 3.34 -1.06
H -1.52 -2.24 0.84
H -3.09 -1.95 0.49
H -2.80 -2.41 2.90
H 0.26 -0.43 1.32
H -3.61 0.30 -0.34
H 1.08 1.73 0.41
H -2.69 2.41 -1.45
H 0.15 3.85 -0.42
H -3.66 -0.92 2.52
H -1.88 -0.97 3.15
C 2.22 -0.32 -0.79
C 3.17 -1.57 -0.45
C 2.83 0.35 -2.01
H 2.37 0.16 0.17
H 1.20 -0.63 -0.97
H 3.28 -1.99 -1.44
H 4.06 -1.33 0.12
H 3.89 0.57 -1.89
H 2.41 1.33 -2.24
H 2.53 -2.19 0.18
H 2.75 -0.32 -2.86
*
```

The value obtained for the highest occupied orbital energy (spin up / spin down) is -13.592 / -13.593 eV. The energy relative to the best compared isomer or geometry (same formula, charge and spin) is 58.98 kJ/mol. As for the molar mass: 166.3 u. The value obtained for the electronic energy is -504.840495 Ha. The value obtained for the HOMO-LUMO gap (spin up / spin down) is 9.87 / 6.13 eV.

---

Record 11
Formula: C11H19AuNOSi
Source: OMol25
Level of theory: ωB97M-V/def2-TZVPD

```
! wB97M-V def2-TZVPD RIJCOSX def2/J DEFGRID3
* xyz -1 3
C 0.92 -1.29 -1.82
C -0.49 -1.21 -2.07
C -1.16 -1.85 -0.99
C -0.19 -2.31 -0.06
C 1.11 -1.97 -0.56
Au 0.00 0.15 -0.12
C -1.62 1.65 -0.87
C -0.37 1.85 -1.43
C 0.47 2.52 -2.21
N 1.55 1.22 0.16
H -2.24 -2.09 -0.97
H -0.95 -0.80 -2.97
H -0.37 -2.99 0.78
H 2.06 -2.31 -0.17
H 1.71 -0.97 -2.51
H -2.38 1.11 -1.44
H 2.43 1.60 0.57
H -1.93 2.21 0.01
H 0.15 3.32 -2.88
H 1.54 2.29 -2.19
C 1.54 -0.89 4.37
Si -0.03 -0.01 3.70
C -1.56 -0.91 4.41
C 0.00 1.79 4.38
O -0.14 -0.08 2.11
H 1.57 -0.90 5.47
H 2.47 -0.41 4.03
H 1.59 -1.94 4.04
H -1.58 -0.91 5.51
H -2.48 -0.42 4.06
H -1.60 -1.95 4.06
H 0.88 2.34 4.03
H -0.88 2.35 4.05
H 0.01 1.81 5.48
*
```

The value obtained for the highest occupied orbital energy (spin up / spin down) is -3.136 / -3.082 eV. As for the molar mass: 406.3 u. The value obtained for the electronic energy is -985.490908 Ha. The value obtained for the HOMO-LUMO gap (spin up / spin down) is 6.54 / 6.19 eV.

---

Record 12
Formula: C11H19Br2FI2N
Source: OMol25
Level of theory: ωB97M-V/def2-TZVPD

```
! wB97M-V def2-TZVPD RIJCOSX def2/J DEFGRID3
* xyz 1 1
C -3.44 -1.73 -1.13
C -2.90 -1.46 0.42
Br -4.55 -0.89 1.46
C -1.71 -0.28 0.48
Br -2.14 1.00 -1.00
C -0.23 -0.98 0.40
C -0.01 -2.10 -0.78
N 0.62 -1.22 -1.88
C 1.27 0.09 -1.38
F 2.63 -0.03 -1.98
C 1.11 -0.04 0.26
C 2.52 -0.87 0.63
C 1.28 1.29 1.20
I 0.66 0.84 3.29
C 0.57 2.65 0.62
C 1.68 3.89 0.78
I -1.13 3.26 1.92
H -2.59 -1.77 -1.93
H -3.93 -2.81 -1.10
H -4.31 -0.99 -1.45
H -2.55 -2.47 0.95
H -1.86 0.27 1.53
H -0.17 -1.52 1.46
H 0.76 -2.85 -0.25
H -0.87 -2.83 -1.08
H 1.39 -1.87 -2.22
H -0.18 -1.10 -2.57
H 0.80 1.02 -1.91
H 2.58 -1.18 1.76
H 3.48 -0.18 0.44
H 2.68 -1.81 -0.09
H 2.45 1.54 1.29
H 0.29 2.62 -0.52
H 1.13 4.92 0.79
H 2.29 3.79 1.78
H 2.39 3.81 -0.16
*
```

The value obtained for the highest occupied orbital energy is -11.260 eV. As for the molar mass: 597.9 u. The value obtained for the electronic energy is -6328.127318 Ha. The value obtained for the HOMO-LUMO gap is 8.00 eV.

---

Record 13
Formula: C11H19Cl3O4SZr
Source: OMol25
Level of theory: ωB97M-V/def2-TZVPD

```
! wB97M-V def2-TZVPD RIJCOSX def2/J DEFGRID3
* xyz -2 1
C -1.03 0.78 -1.66
C -1.22 -0.57 -2.08
C 0.07 -1.20 -2.07
C -2.49 -1.16 -2.53
C 1.05 -0.24 -1.69
C 0.36 0.97 -1.44
C 1.00 2.27 -1.25
C -2.09 1.83 -1.68
C 0.29 -2.62 -2.38
C 2.51 -0.44 -1.62
Zr -0.81 -0.67 2.25
Cl -2.70 -2.31 0.75
Cl -2.97 -1.02 3.13
Cl 0.82 -2.21 1.13
H -3.31 -0.42 -2.58
H -2.76 -1.94 -1.81
H -2.30 -1.66 -3.50
H -0.48 -3.20 -1.84
H 1.27 -2.96 -2.00
H 0.25 -2.89 -3.46
H 2.66 -1.37 -1.05
H 2.94 0.44 -1.13
H 2.99 -0.55 -2.60
H 1.85 2.15 -0.56
H 0.30 3.03 -0.86
H 1.44 2.70 -2.17
H -3.01 1.46 -1.22
H -2.38 2.09 -2.72
H -1.79 2.77 -1.21
O -1.13 1.12 1.43
H -0.79 2.03 1.47
C 1.69 1.25 5.06
S 1.29 -0.26 4.26
O 1.53 0.02 2.81
O 1.94 -1.35 4.91
O -0.25 -0.50 4.32
H 2.70 1.22 5.51
H 0.91 1.40 5.79
H 1.66 2.01 4.30
*
```

The value obtained for the highest occupied orbital energy is 0.826 eV. The energy relative to the best compared isomer or geometry (same formula, charge and spin) is 0.00 kJ/mol. As for the molar mass: 444.9 u. The value obtained for the electronic energy is -2557.523730 Ha. The value obtained for the HOMO-LUMO gap is 3.24 eV.